Record 1
Molecular formula: C6H16OSSi
Method: DFT, ωB97M-V/def2-TZVPD

Each line ends with the Löwdin charge.
CARTESIAN COORDINATES (ANGSTROEM)
H: -1.46 -0.12 3.50  0.03
C: -0.74 -0.55 2.78  -0.19
H: -0.10 1.54 -2.19  0.06
H: 0.90 -2.53 -2.35  0.06
Si: -0.26 0.37 1.20  0.40
H: 1.91 1.42 0.82  0.02
C: -0.31 0.49 -2.38  -0.12
H: 0.03 0.20 -3.36  0.04
S: 0.97 -0.40 -1.32  0.68
H: -1.35 2.30 -0.15  0.01
C: 1.65 -1.78 -2.21  -0.18
C: 0.36 -1.05 0.15  -0.43
H: -1.97 2.18 1.53  0.03
C: 1.04 1.68 1.46  -0.20
H: -1.31 0.10 -2.22  0.07
H: -2.61 0.98 0.37  0.02
H: 2.01 -1.39 -3.08  0.02
C: -1.70 1.58 0.62  -0.21
H: 0.75 2.62 1.09  0.00
H: -1.00 -1.47 2.43  -0.05
H: 1.27 1.78 2.56  0.05
H: 2.64 -2.15 -1.76  0.12
H: -0.57 -2.02 -0.07  0.13
O: 2.03 0.60 -1.10  -0.41
H: 0.18 -0.84 3.41  0.07

## Properties
ΔE to the lowest compared entry with this formula, charge and spin, kcal/mol: 33.5
F_max, hartree/bohr: 0.08355
Multiplicity: 1

---

Record 2
Molecular formula: C6H16S4
Method: DFT, ωB97M-V/def2-TZVPD

Each line ends with the Löwdin charge.
CARTESIAN COORDINATES (ANGSTROEM)
H: 1.91 1.01 -0.45  0.10
S: 2.15 5.45 -7.76  0.46
H: -1.22 -0.84 -4.56  -0.19
C: 0.60 0.94 -2.22  -0.64
C: 4.65 4.47 -7.67  -0.37
H: 5.36 2.79 -8.89  0.08
H: 5.11 5.14 -6.92  0.11
S: 0.77 -0.68 -2.90  0.42
H: -1.03 0.23 -0.33  0.08
C: 5.77 3.67 -8.37  -0.12
S: 1.00 6.77 -9.18  0.29
H: 0.23 -1.04 -0.27  0.05
H: 4.13 5.93 -9.23  0.09
S: 0.03 -0.39 -4.75  0.32
H: 1.39 1.53 -2.72  0.07
H: 6.32 4.29 -9.11  0.08
H: 6.48 3.33 -7.60  0.07
H: 0.04 0.09 1.10  0.07
H: 3.42 4.29 -9.39  0.07
C: 3.69 5.08 -8.66  -0.62
C: 0.84 1.09 -0.72  -0.31
H: 0.50 2.10 -0.41  0.11
H: 1.55 7.92 -8.72  -0.22
H: -0.38 1.39 -2.50  0.08
C: 0.00 0.00 0.00  -0.15
H: 4.02 3.74 -7.13  0.09

## Properties
ΔE to the lowest compared entry with this formula, charge and spin, kcal/mol: 10.1
F_max, hartree/bohr: 0.04867
Multiplicity: 1

---

Record 3
Molecular formula: C6H17BNO
Method: DFT, ωB97M-V/def2-TZVPD

Each line ends with the Löwdin charge.
CARTESIAN COORDINATES (ANGSTROEM)
H: 3.02 1.23 -0.86  0.07
N: -2.93 1.74 -0.95  -0.03
H: 0.58 0.98 2.05  0.07
C: 0.38 -0.96 -0.17  -0.31
C: 1.51 0.03 0.26  -0.38
H: -2.06 1.86 -1.48  0.00
H: -3.45 1.07 -1.53  0.00
C: -0.95 -0.94 0.65  -0.26
C: 2.13 0.62 -1.06  -0.09
O: -1.98 -0.40 -0.14  -0.16
H: 0.45 1.92 0.50  0.07
H: 1.77 -2.56 -0.88  0.06
H: 1.98 1.83 1.39  0.07
H: 2.33 -0.23 -1.74  0.06
B: -2.49 0.94 0.32  -0.72
H: 2.30 -0.51 0.82  0.12
C: 0.92 -2.44 -0.20  -0.09
H: -1.23 -2.01 0.80  0.10
H: -3.48 0.75 1.01  0.03
H: 0.07 -3.05 -0.56  0.07
H: 1.31 1.21 -1.52  0.08
H: -1.68 1.61 0.91  0.03
H: 0.13 -0.73 -1.22  0.13
H: -0.88 -0.50 1.66  0.10
H: 1.17 -2.71 0.84  0.07
C: 1.07 1.25 1.11  -0.10

## Properties
E, a.u.: -393.696799
F_max, hartree/bohr: 0.03205
Multiplicity: 1
Total charge: -1

---

Record 4
Molecular formula: C6H17ClN2Si
Method: DFT, ωB97M-V/def2-TZVPD

Each line ends with the Löwdin charge.
CARTESIAN COORDINATES (ANGSTROEM)
H: 2.30 0.22 2.82  0.08
H: 2.71 1.03 -1.22  0.03
H: -2.08 -1.99 -2.04  0.09
H: -3.81 0.10 0.05  0.06
H: -2.11 0.71 -0.58  0.12
H: 1.05 2.80 0.68  0.05
C: 1.72 1.08 2.40  -0.19
H: 2.77 0.04 -2.87  0.07
C: -2.27 -1.47 0.05  -0.24
C: -2.72 -0.01 0.22  -0.15
H: 1.72 -1.49 -1.76  0.05
H: -3.64 -1.90 -1.33  0.06
C: -2.65 -2.25 -1.12  -0.15
Si: 1.26 -0.77 0.32  0.06
H: -2.70 -3.31 -1.00  0.06
H: 1.48 1.25 -2.47  0.09
H: 2.44 1.89 2.38  0.08
C: 0.51 1.95 0.59  -0.10
H: 0.17 1.69 -0.33  0.02
N: 1.26 0.80 1.10  -0.35
H: -1.49 -1.82 0.76  0.04
H: 0.97 1.40 3.10  0.07
H: -0.34 2.04 1.33  0.10
Cl: 2.32 -2.26 1.04  0.35
N: 1.41 -0.61 -1.34  -0.22
H: -2.53 0.39 1.24  0.05
C: 2.27 0.50 -2.03  -0.11

## Properties
ΔE to the lowest compared entry with this formula, charge and spin, kcal/mol: 100.8
F_max, hartree/bohr: 0.10563
Multiplicity: 1

---

Record 5
Molecular formula: C6H17ClN2Si
Method: DFT, ωB97M-V/def2-TZVPD

Each line ends with the Löwdin charge.
CARTESIAN COORDINATES (ANGSTROEM)
H: -2.78 -0.90 2.45  0.10
N: -1.04 0.03 1.51  -0.33
H: -1.05 -0.66 -3.01  0.05
H: -2.49 1.45 1.29  0.07
C: 1.81 -0.28 -1.66  -0.41
C: -1.60 -0.78 -2.10  -0.19
H: -0.53 -2.43 -1.57  0.08
H: -1.13 -1.39 2.92  0.02
H: -2.51 -1.36 -2.48  0.09
H: 3.96 0.16 -1.48  0.06
Cl: 0.95 -2.14 1.36  0.43
H: 1.75 0.45 -2.54  0.13
H: 1.32 -1.10 -2.00  0.04
H: 1.63 1.03 -0.14  0.02
H: -1.85 0.28 -1.84  0.08
N: 1.16 0.35 -0.61  -0.09
Si: -0.08 -0.78 0.34  0.13
H: 3.66 -1.35 -2.45  0.10
H: -1.89 -2.03 -0.43  0.05
H: -1.02 2.06 2.12  0.09
H: -1.82 0.06 3.57  0.10
H: -0.90 1.68 0.39  0.03
C: 3.29 -0.70 -1.55  -0.10
H: 3.54 -1.50 -0.84  0.05
C: -1.70 -0.55 2.61  -0.20
C: -1.42 1.48 1.26  -0.07
C: -1.08 -1.68 -1.02  -0.33

## Properties
ΔE to the lowest compared entry with this formula, charge and spin, kcal/mol: 20.1
F_max, hartree/bohr: 0.13137
Multiplicity: 1

---

Record 6
Molecular formula: C6H17N2
Method: DFT, ωB97M-V/def2-TZVPD

Each line ends with the Löwdin charge.
CARTESIAN COORDINATES (ANGSTROEM)
H: 2.84 -0.43 -0.04  0.10
N: 1.03 -0.95 -1.08  -0.13
H: -0.39 1.50 2.11  0.09
H: -0.05 -1.06 -0.71  0.13
H: 1.84 0.91 1.68  0.13
N: -1.49 -0.23 -0.42  -0.02
H: -2.29 2.47 1.60  0.07
H: 1.40 -2.12 -2.99  0.09
H: 1.53 -2.87 -1.31  0.05
C: 1.16 0.76 0.77  -0.20
H: -2.12 -0.86 0.15  0.10
H: -1.91 -0.10 -1.33  0.02
H: -3.34 1.73 0.32  0.05
H: -0.41 -0.26 1.69  0.13
C: 1.74 -1.96 -1.84  -0.23
H: -2.90 0.57 1.64  0.13
H: 1.50 -1.32 0.84  0.11
C: -0.22 0.80 1.33  -0.22
H: -0.97 1.88 -0.51  0.14
H: 2.87 -1.87 -1.63  0.10
C: -1.26 1.03 0.23  -0.51
H: 1.36 1.56 0.08  0.08
C: -2.52 1.56 1.01  -0.09
C: 1.79 -0.57 0.12  -0.18
H: 0.80 -0.18 -1.68  0.01

## Properties
ΔE to the lowest compared entry with this formula, charge and spin, kcal/mol: 72.7
F_max, hartree/bohr: 0.07401
Multiplicity: 2

---

Record 7
Molecular formula: C6H17N2
Method: DFT, ωB97M-V/def2-TZVPD

Each line ends with the Löwdin charge.
CARTESIAN COORDINATES (ANGSTROEM)
H: 3.29 0.17 -0.88  0.07
H: -2.12 0.43 0.18  0.05
C: 0.04 -2.79 1.00  -0.11
H: -1.04 1.82 1.79  0.13
H: -0.33 3.27 1.41  0.14
H: -0.17 -0.72 0.47  0.07
H: 0.23 -1.79 -0.86  0.11
C: 2.23 -0.03 -0.75  -0.11
H: 2.51 -2.04 -0.05  0.11
H: 0.09 -2.53 2.06  0.07
H: 0.40 1.86 0.98  0.11
H: 1.70 0.87 -0.43  0.04
C: -1.25 2.37 -0.20  -0.28
H: 0.77 -3.59 0.84  0.07
H: 1.82 -0.27 -1.74  0.08
N: -0.53 2.34 1.06  0.06
H: -0.95 -3.17 0.77  0.07
H: -2.30 1.53 -2.51  0.06
N: -2.75 1.14 -1.69  -0.01
C: 0.46 -1.57 0.19  -0.30
C: 1.92 -1.16 0.23  -0.29
H: 2.26 -0.91 1.24  0.10
H: -3.13 0.22 -1.85  0.06
H: -1.15 3.29 -0.75  0.06
C: -2.01 1.26 -0.51  -0.34

## Properties
ΔE to the lowest compared entry with this formula, charge and spin, kcal/mol: 58.1
F_max, hartree/bohr: 0.02547
Multiplicity: 2

---

Record 8
Molecular formula: C6H17N2
Method: DFT, ωB97M-V/def2-TZVPD

Each line ends with the Löwdin charge.
CARTESIAN COORDINATES (ANGSTROEM)
H: 0.75 1.09 0.49  0.15
C: -1.74 -1.56 2.61  -0.05
H: 2.89 1.83 -0.67  0.08
H: -1.37 1.50 -0.61  0.13
H: -2.41 0.57 1.09  0.18
H: 0.77 -1.13 -1.29  0.12
H: -0.53 -1.71 0.79  0.11
H: -1.12 -2.37 2.98  0.08
N: 0.98 -0.69 -0.38  0.24
H: 0.59 2.44 -1.43  0.12
H: 0.69 0.94 -2.57  0.13
N: -1.54 0.12 0.84  -0.01
H: 2.93 0.55 -1.79  0.07
C: -1.50 -1.30 1.12  -0.23
C: 2.50 1.55 -1.63  -0.08
H: 3.83 -2.08 -0.46  0.00
C: 0.57 0.57 -0.45  -0.36
C: 0.98 1.47 -1.66  -0.16
C: -1.17 0.47 -0.41  -0.07
H: -1.42 -0.22 -1.22  0.15
H: -1.53 -0.65 3.17  0.08
H: 4.06 -1.74 0.16  0.01
H: -2.29 -1.80 0.56  0.13
H: -2.76 -1.89 2.81  0.08
H: 2.92 2.22 -2.37  0.09

## Properties
ΔE to the lowest compared entry with this formula, charge and spin, kcal/mol: 120.5
F_max, hartree/bohr: 0.05162
Multiplicity: 1
Total charge: +1

---

Record 9
Molecular formula: C6H17N2
Method: DFT, ωB97M-V/def2-TZVPD

Each line ends with the Löwdin charge.
CARTESIAN COORDINATES (ANGSTROEM)
N: -0.12 -0.48 0.01  -0.18
C: -1.39 -0.94 -0.59  -0.23
C: -0.31 1.75 1.05  -0.10
H: 0.50 0.00 1.93  0.12
N: 1.10 2.21 0.88  0.21
H: -1.88 1.08 -1.26  0.05
H: 2.76 -2.15 -0.77  0.08
H: -0.82 1.95 0.12  0.10
C: -1.91 0.06 -1.63  -0.06
H: 1.35 2.95 1.54  0.17
C: 0.85 -1.61 0.15  -0.23
H: -1.21 -1.88 -1.13  0.12
H: -2.88 -0.25 -2.02  0.08
H: 1.38 -1.60 1.10  0.11
C: -0.34 0.23 1.26  -0.19
H: 0.31 -2.54 0.11  0.11
H: -0.79 2.23 1.88  0.13
H: -1.24 -0.03 -2.49  0.08
H: 1.45 -2.26 -1.84  0.07
C: 1.83 -1.62 -1.04  -0.08
H: 1.81 1.48 1.03  0.17
H: 2.06 -0.60 -1.35  0.06
H: -2.08 -1.22 0.18  0.11
H: -1.23 -0.07 1.81  0.13
H: 1.25 2.61 -0.06  0.18

## Properties
ΔE to the lowest compared entry with this formula, charge and spin, kcal/mol: 30.6
F_max, hartree/bohr: 0.02990
Multiplicity: 1
Total charge: +1

---

Record 10
Molecular formula: C6H17N2
Method: DFT, ωB97M-V/def2-TZVPD

Each line ends with the Löwdin charge.
CARTESIAN COORDINATES (ANGSTROEM)
H: 1.80 -1.68 1.82  0.11
C: 2.02 -0.72 2.28  0.03
H: 0.04 -0.49 -0.23  0.09
H: -2.70 1.11 -1.95  0.10
H: 3.08 -0.52 2.12  0.12
H: -0.83 -2.20 -0.40  0.17
H: 0.84 2.52 1.64  0.11
H: 0.09 0.33 -2.47  0.08
H: 1.80 -0.74 3.34  0.12
H: 2.00 0.45 -0.16  0.17
H: 1.27 1.95 3.25  0.14
N: -0.80 -1.20 -0.60  0.29
H: 2.44 1.99 1.76  0.11
C: -1.58 -0.70 -1.67  -0.43
N: 1.05 0.44 0.25  0.34
H: -1.17 0.34 -3.62  0.11
C: -2.63 0.32 -1.20  0.01
H: -0.13 -1.20 -3.20  0.10
C: -0.71 -0.33 -2.90  0.01
H: -3.62 -0.16 -1.32  0.11
H: 0.08 0.07 1.95  0.16
H: -2.19 -1.55 -2.06  0.17
C: 1.11 0.35 1.65  -0.40
C: 1.46 1.80 2.19  0.11
H: -2.50 0.68 -0.18  0.08

## Properties
ΔE to the lowest compared entry with this formula, charge and spin, kcal/mol: 143.8
F_max, hartree/bohr: 0.08032
Multiplicity: 2
Total charge: +2